Entry 1:
The following is a DFT calculation (ωB97M-V/def2-TZVPD) of a cluster of 4 separate species, C16H34Br6FO2P in total.

Positions of all 60 atoms, in Å:
C  -1.63684  -0.43362  -1.56754
C  -0.84463  -1.54127  -0.92311
O  -1.01395  -1.91124  0.20208
O  0.04367  -2.19452  -1.72738
C  1.06809  -1.42451  -2.37248
C  2.22729  -1.15143  -1.42850
C  3.09645  0.01106  -1.89930
C  4.30380  0.26445  -0.98973
C  4.09696  1.42167  -0.01455
C  5.30824  1.72290  0.86550
P  5.55792  3.57523  1.06773
C  5.76881  5.45876  1.22245
C  4.96365  6.22513  0.20883
F  7.13065  5.74887  1.05055
H  -2.08785  -0.79465  -2.49233
H  -1.00463  0.42086  -1.81011
H  -2.40843  -0.10814  -0.87496
H  0.66472  -0.48576  -2.76166
H  1.37725  -2.02451  -3.22798
H  1.81985  -0.92347  -0.43761
H  2.83424  -2.05367  -1.31965
H  3.42022  -0.16002  -2.93039
H  2.47212  0.91300  -1.91294
H  5.20171  0.46025  -1.58238
H  4.51466  -0.64356  -0.41378
H  3.82010  2.31219  -0.60067
H  3.22618  1.20558  0.61384
H  5.21433  1.27654  1.86071
H  6.21941  1.31492  0.41080
H  5.95121  3.68448  -0.30707
H  4.18885  3.74635  1.45624
H  6.53989  3.39808  2.08438
H  5.49858  5.74510  2.24721
H  5.25890  7.27502  0.18683
H  5.10298  5.81074  -0.79479
H  3.90125  6.17026  0.45422
Br  -1.09337  -1.62697  4.46523
C  -1.54502  -3.45186  3.96823
C  -2.37541  -3.51232  2.71508
Br  -4.20873  -2.93740  3.02940
H  -2.05537  -3.88505  4.82291
H  -0.59671  -3.95983  3.80863
H  -2.44608  -4.53798  2.35986
H  -1.98516  -2.87741  1.92761
Br  -2.71133  -3.79796  -2.95265
C  -4.47605  -3.31076  -3.59727
C  -4.44609  -2.78220  -5.00802
Br  -3.60220  -1.03441  -5.10644
H  -4.85954  -2.57098  -2.90077
H  -5.08557  -4.20994  -3.54495
H  -5.46026  -2.65244  -5.37840
H  -3.88812  -3.42814  -5.67866
Br  -8.92526  -0.08635  1.37676
C  -7.98977  0.43048  2.99974
C  -7.04323  -0.63858  3.47796
Br  -7.97818  -2.15824  4.24754
H  -8.75413  0.65683  3.73660
H  -7.43792  1.33449  2.75275
H  -6.40303  -0.24887  4.26607
H  -6.42911  -1.02519  2.67031

Calculated values
HOMO-LUMO gap in eV: 8.821
HOMO level in eV: -8.42
ΔE to the lowest compared entry with this formula, charge and spin in eV: 0.0000
SMILES: CC(=O)OCCCCCC[PH3][C@H](C)F.BrCCBr.BrCCBr.BrCCBr
Charge: 0

Atomic partial charges in e from the Mulliken method, atoms 1 to 6: atom 1 (C): -0.78, atom 2 (C): 0.69, atom 3 (O): -0.64, atom 4 (O): -0.30, atom 5 (C): -0.71, atom 6 (C): -0.26

***

Entry 2:
The following is a DFT calculation (ωB97M-V/def2-TZVPD) of a structure of composition C16H34CuO3P2S.

Positions of all 57 atoms, in Å:
P  0.26413  -1.77454  -1.91008
P  0.27826  1.75778  -1.17364
C  0.29661  -0.36350  -3.07734
C  1.07369  0.84201  -2.54743
H  -0.71933  -0.10213  -3.42226
H  0.81441  -0.72663  -3.98527
H  2.07894  0.52705  -2.20216
H  1.19707  1.59882  -3.34647
C  -0.44606  3.18485  -2.04183
H  -0.75548  3.92805  -1.29477
H  -1.34212  2.84734  -2.57609
H  0.25507  3.61901  -2.76508
C  1.52696  2.26597  0.00464
H  2.04011  3.16175  -0.37550
H  2.27750  1.46692  0.16528
H  1.09807  2.49640  0.99242
C  -1.03843  -2.80086  -2.68226
H  -1.19909  -3.70194  -2.08003
H  -0.75501  -3.10349  -3.69494
H  -1.96120  -2.20511  -2.71491
C  1.85413  -2.61205  -2.22338
H  2.68589  -1.89233  -2.24576
H  1.81326  -3.14312  -3.18604
H  2.04702  -3.35841  -1.44307
Cu  2.41935  0.08606  2.49972
C  -1.60002  1.03547  -0.83080
C  -2.36867  -0.06177  -1.31911
C  -3.39606  -0.61373  -0.37010
C  -2.85241  -1.72438  0.62682
C  -1.67790  -2.41625  0.14766
C  -0.40584  -1.84643  -0.19884
C  -0.10810  -0.52233  0.60721
C  -1.14453  0.59149  0.63824
C  2.94292  -1.72641  2.43981
H  -2.24145  1.93752  -0.72574
H  -2.58947  -0.17147  -2.38153
H  -4.25195  -1.04978  -0.90791
H  -3.79430  0.20777  0.24918
H  -2.69640  -1.28981  1.63223
H  -3.67901  -2.44090  0.77383
H  -1.81493  -3.48090  -0.05822
H  0.34235  -2.61887  0.11092
H  0.83539  -0.10949  0.19478
H  0.12326  -0.83354  1.63582
H  -2.00288  0.28461  1.23810
H  -0.71782  1.44600  1.18793
H  3.89103  -1.84145  1.90069
H  2.16785  -2.39506  2.04273
H  3.10289  -1.92944  3.50999
C  0.95418  3.34457  4.62595
S  1.04828  1.60187  4.24761
O  2.40284  1.12069  4.59995
O  -0.06878  0.95999  4.88247
O  1.00269  1.48302  2.71796
H  1.32918  3.52129  5.64220
H  -0.09788  3.63363  4.55088
H  1.56180  3.90618  3.91553

Calculated values
HOMO-LUMO gap (alpha / beta) in eV: 5.685 / 5.207
HOMO level (alpha / beta) in eV: -5.87 / -5.82
ΔE to the lowest compared entry with this formula, charge and spin in eV: 5.0282
Expectation value of S²: 0.76
Charge: 0
Multiplicity: 2

Atomic partial charges in e from the Mulliken method, atoms 1 to 6: atom 1 (P): 1.26, atom 2 (P): 1.17, atom 3 (C): -1.10, atom 4 (C): -1.07, atom 5 (H): 0.43, atom 6 (H): 0.57

***

Entry 3:
The following is a DFT calculation (ωB97M-V/def2-TZVPD) of a cluster of 5 separate species, C16H34F10N2O16S6 in total.

Positions of all 84 atoms, in Å:
N  2.38220  -2.41782  -0.13364
N  2.14064  -3.09058  1.07265
S  1.95017  -4.78008  0.88255
O  2.70926  -5.19980  -0.22764
O  2.37643  -5.40434  2.06628
F  0.44860  -5.14098  0.58767
S  0.95580  -2.36273  2.10233
O  1.65726  -1.55201  3.03098
O  0.26567  -3.38957  2.80718
C  -0.17584  -1.18828  1.20760
F  -0.75798  -0.46650  2.14141
F  0.50467  -0.30456  0.46415
C  -1.24066  -1.84441  0.27628
F  -1.56746  -0.91068  -0.63067
F  -0.76882  -2.89516  -0.42398
C  -2.58161  -2.26254  0.96501
F  -3.44780  -1.24991  0.91612
F  -2.46169  -2.59978  2.25261
C  -3.29916  -3.47204  0.26297
F  -4.50179  -3.55264  0.82496
F  -3.45601  -3.29932  -1.02573
F  -2.70232  -4.61157  0.55446
H  1.64053  -2.51734  -0.81815
H  2.67435  -1.45902  0.00707
O  2.85129  2.93330  -0.12932
S  2.47217  4.20382  0.41659
O  3.28198  4.86835  1.39284
O  0.97807  4.10418  0.96211
C  0.67771  3.08587  1.93646
C  1.23543  3.42823  3.30453
C  2.16106  5.32901  -0.90317
H  1.03880  2.11348  1.59404
H  -0.40847  3.02668  1.99762
H  2.32511  3.43920  3.29733
H  0.91263  2.69361  4.04305
H  0.90439  4.41939  3.61620
H  1.52034  4.84674  -1.63699
H  3.12229  5.58418  -1.35046
H  1.69129  6.22226  -0.49885
O  -2.99096  3.84780  1.86783
S  -4.13363  3.07342  1.48331
O  -4.03013  1.66681  1.25535
O  -4.81846  3.75790  0.21329
C  -4.00856  3.97752  -0.95548
C  -3.72573  2.69125  -1.70867
C  -5.44083  3.36531  2.62707
H  -3.08289  4.48801  -0.68116
H  -4.57392  4.65424  -1.59458
H  -3.10989  2.01343  -1.11764
H  -3.19567  2.90182  -2.63835
H  -4.65467  2.16787  -1.93738
H  -5.54478  4.43608  2.78248
H  -5.17207  2.87246  3.55926
H  -6.35739  2.93600  2.22997
O  5.51602  6.42471  -2.35596
S  6.60659  5.94603  -1.55623
O  7.39078  6.83894  -0.76238
O  7.58538  5.08690  -2.48513
C  8.12380  5.71135  -3.66321
C  9.20600  6.72225  -3.33469
C  6.04150  4.62911  -0.53785
H  7.32144  6.16586  -4.24820
H  8.54888  4.90942  -4.26543
H  8.80163  7.56932  -2.78164
H  9.66145  7.10493  -4.24891
H  9.97864  6.26895  -2.71284
H  5.47074  3.93022  -1.14547
H  5.40707  5.06360  0.23353
H  6.89815  4.14020  -0.08076
O  -4.84033  -6.77424  -1.37587
S  -5.26693  -8.08743  -0.99830
O  -5.98540  -8.31675  0.21572
O  -4.00855  -9.07059  -1.04914
C  -2.84898  -8.72636  -0.26820
C  -3.06376  -8.95928  1.21489
C  -6.17313  -8.80829  -2.32635
H  -2.55399  -7.69401  -0.46820
H  -2.04290  -9.36754  -0.62218
H  -3.82501  -8.29004  1.61459
H  -2.13952  -8.78364  1.76660
H  -3.40143  -9.97990  1.39831
H  -5.61981  -8.66897  -3.25155
H  -7.13228  -8.29728  -2.37909
H  -6.32502  -9.86403  -2.11581

Calculated values
HOMO-LUMO gap in eV: 10.817
HOMO level in eV: -10.87
SMILES: NN(S(=O)(=O)F)S(=O)(=O)C(F)(F)C(F)(F)C(F)(F)C(F)(F)F.CCOS(C)(=O)=O.CCOS(C)(=O)=O.CCOS(C)(=O)=O.CCOS(C)(=O)=O
Charge: 0

Atomic partial charges in e from the Mulliken method, atoms 1 to 6: atom 1 (N): -0.58, atom 2 (N): 0.10, atom 3 (S): 1.12, atom 4 (O): -0.57, atom 5 (O): -0.54, atom 6 (F): -0.07

***

Number 1: F_max 0.4 eV/Å. Number 2: F_max 3.8 eV/Å. Number 3: F_max 4.1 eV/Å.